[1]
Computed, not measured: a molecular structure, C25H45AuNOP2 in a non-equilibrium geometry, with ωB97M-V with the def2-TZVPD basis set.

Structure (XYZ):
```
75
Properties=species:S:1:pos:R:3:forces:R:3:mulliken_spin:R:1
Au -0.000003 0.000007 0.842175 4.35 -0.76 -5.58 0.33
C -1.634303 1.590607 0.937075 -1.46 -0.69 0.69 0.30
C -1.999103 0.624607 -0.093625 -2.56 0.30 -0.28 0.13
C -1.885003 -0.608693 1.900175 -3.40 0.35 0.15 0.25
C -1.635303 0.832407 2.184975 -2.10 0.63 1.90 0.26
C -2.149603 -0.734493 0.474375 -2.01 1.10 0.72 0.27
C -1.728903 3.123007 0.815775 0.41 -1.11 -0.12 0.00
H -1.397703 3.467707 -0.163025 0.00 -0.10 -0.04 0.00
H -1.123503 3.631407 1.561375 0.03 -0.08 0.10 0.00
H -2.759203 3.451607 0.950575 -0.09 -0.13 0.01 0.01
C -1.636203 1.434607 3.601975 -2.86 1.46 -0.94 -0.01
H -1.447203 2.505107 3.600475 -0.02 0.09 -0.11 0.00
H -0.910103 0.959907 4.257975 -2.95 2.93 0.13 0.00
H -2.614403 1.291707 4.060075 -0.32 0.14 0.00 0.00
C -2.145203 -1.684193 2.968975 0.20 0.75 -0.66 -0.04
H -3.209403 -1.755493 3.191475 -0.14 0.03 -0.16 0.01
H -1.628103 -1.455593 3.900475 -0.26 -0.08 -0.19 0.00
H -1.805303 -2.664093 2.641575 0.00 -0.03 -0.11 0.01
C -3.082103 -1.879093 -0.004625 0.85 0.54 0.08 0.02
H -4.110603 -1.614793 0.241475 -0.02 0.28 0.13 0.01
H -2.880403 -2.807193 0.526775 0.13 0.11 0.08 0.00
H -3.085403 -2.115393 -1.062525 0.36 0.24 -0.24 0.00
C -2.871403 1.165807 -1.250425 0.70 -0.64 0.32 -0.01
H -3.795803 1.557507 -0.825825 -0.02 0.04 0.36 0.02
H -3.203003 0.408507 -1.956525 0.39 -0.10 -0.10 -0.01
H -2.419503 2.003607 -1.773125 0.22 -0.10 -0.17 0.00
C 1.540397 0.395007 -2.577225 -0.18 0.97 -1.14 0.01
C 0.522297 1.264207 -2.729425 1.42 -0.30 -0.90 0.00
C -0.056803 1.629307 -4.079825 0.61 0.19 0.33 0.00
C -0.917303 0.479907 -4.628825 -0.18 -0.66 0.25 0.00
C -0.960403 -0.747493 -3.701825 0.25 0.27 -2.00 0.00
C 0.059497 -1.587993 -3.624525 0.69 -0.19 -1.63 0.00
C 1.377197 -1.378393 -4.372225 -0.69 -0.21 0.09 0.00
C 2.244697 -0.278593 -3.743625 0.06 0.64 0.29 0.00
H 0.750397 1.859007 -4.775825 0.05 -0.09 -0.08 0.00
H -0.512403 0.178707 -5.594025 0.26 -0.26 0.03 0.00
H -0.623003 2.556907 -3.997025 -0.13 -0.07 0.08 0.00
H 2.510597 0.466807 -4.493425 -0.08 0.03 -0.09 0.00
H 1.952297 0.036707 -1.662625 -0.25 0.28 1.11 0.00
H 0.001597 1.766707 -1.957025 -0.10 0.01 1.32 -0.01
H 3.198997 -0.679593 -3.402525 -0.05 -0.09 0.11 0.00
H 1.912297 -2.320093 -4.481925 0.08 -0.07 0.39 0.00
H -0.068603 -2.579293 -3.266425 -0.29 -0.63 0.88 0.00
H 1.167197 -1.112493 -5.406925 -0.25 0.20 -0.08 0.00
H -1.913903 0.807607 -4.914025 -0.25 0.10 0.48 0.00
H -1.912703 -1.077893 -3.384325 -0.91 -0.15 0.70 0.00
P 1.624097 1.655007 1.398975 3.34 3.79 0.82 0.10
C 1.384197 2.591207 3.035975 -0.20 -0.70 -0.22 0.02
H 2.256197 3.205707 3.257675 0.14 -0.09 -0.39 0.00
H 1.245097 1.926407 3.884975 0.04 0.09 -0.13 0.00
H 0.534197 3.263907 2.975475 -0.14 -0.02 -0.09 0.00
C 3.448597 1.232507 1.689075 -0.82 -0.52 -0.30 0.01
H 3.990197 2.083407 2.101675 -0.29 0.11 -0.01 0.00
H 3.932197 0.952907 0.753675 -0.10 -0.06 -0.09 0.00
H 3.539597 0.399507 2.385675 -0.06 -0.05 0.02 0.00
C 1.958297 3.279107 0.460575 -0.23 -0.87 -0.25 0.01
H 2.456897 3.087107 -0.489125 -0.16 -0.12 -0.10 0.00
H 2.612697 3.934907 1.034475 -0.04 -0.21 0.23 0.00
H 1.030397 3.816107 0.268975 -0.05 -0.08 -0.04 0.00
P 0.911597 -2.132993 0.583375 2.03 -5.33 1.16 0.06
C -0.199203 -3.654293 0.220975 -0.30 0.86 -1.19 0.02
H 0.397997 -4.478893 -0.169425 0.15 0.15 0.05 0.00
H -0.992503 -3.449093 -0.489925 0.11 0.09 -0.40 0.00
H -0.720503 -4.007493 1.110375 0.34 0.27 0.23 0.00
C 2.635697 -2.612593 -0.075025 -0.64 0.35 -0.74 0.02
H 2.614697 -2.815493 -1.135025 -0.01 0.33 -0.53 0.00
H 3.037097 -3.525893 0.362475 -0.41 0.08 0.33 0.00
H 3.352597 -1.817493 0.126575 -0.14 0.18 -0.03 0.00
C 1.381897 -3.171593 2.141475 -0.16 1.53 0.90 0.00
H 1.603897 -4.213993 1.908275 -0.17 0.24 -0.58 0.00
H 0.571597 -3.180093 2.871175 0.03 0.18 0.06 0.00
H 2.276897 -2.775993 2.623375 -0.08 0.19 0.09 0.00
O -0.000003 0.000007 5.428775 0.58 -0.59 -5.68 0.04
C -0.000003 0.000007 4.157875 3.00 -2.70 -2.57 0.09
N -0.000003 0.000007 2.842175 4.78 -2.26 13.33 0.06
```
Forces are in eV/Å.

The value obtained for the HOMO energy (alpha / beta) is -0.359 / -0.411 hartree. The HOMO-LUMO gap (alpha / beta) is 7.85 / 7.12 eV. The LUMO energy (alpha / beta) comes out at -1.93 / -4.06 eV. Its net charge is +1. For the total energy, the calculation gives -1927.3456 a.u. The spin multiplicity is 3.

[2]
Computed, not measured: a molecular structure, C25H45ClHoIP in a non-equilibrium geometry, with ωB97M-V with the def2-TZVPD basis set.

Structure (XYZ):
```
74
Properties=species:S:1:pos:R:3:forces:R:3:mulliken_spin:R:1
Ho 0.328000 -3.357402 0.939452 1.39 -0.16 1.36 3.73
Cl 1.649373 -1.340766 1.392254 0.36 0.41 0.18 0.03
P -1.520281 0.091802 -1.897333 0.28 0.59 0.84 -0.15
C -0.599405 1.250632 -0.772202 1.78 -2.02 -1.63 0.03
H 0.074292 0.565066 -0.219653 -0.15 0.19 -0.17 -0.03
H 0.059002 1.845865 -1.431418 -0.01 -0.20 -0.33 0.01
C -1.969638 -1.597290 -1.231223 0.45 -0.13 -0.13 0.07
C -0.251772 -0.223474 -3.210270 -0.09 -0.09 0.04 0.05
C -3.300806 -2.112383 -1.808484 -0.33 0.23 -0.09 -0.03
H -1.178718 -2.243358 -1.668390 -0.21 0.37 0.22 0.08
C -3.647899 -3.524608 -1.325755 -0.17 -0.03 -0.16 0.01
H -4.119546 -1.430189 -1.531516 0.28 -0.29 0.00 0.00
H -3.263572 -2.117352 -2.911746 0.08 -0.02 0.36 0.00
C -3.588758 -3.658683 0.194070 0.55 0.09 0.12 -0.08
H -4.650674 -3.779986 -1.693139 0.14 0.03 0.04 0.01
H -2.953792 -4.238646 -1.790989 -0.05 0.06 0.19 -0.01
C -2.175929 -3.249210 0.654807 -0.26 -0.41 -1.28 0.17
H -4.332716 -3.023360 0.689196 0.07 0.00 -0.11 -0.01
H -3.782316 -4.694002 0.496706 0.04 0.13 -0.04 -0.02
C -1.864208 -1.783024 0.299603 0.26 0.37 -0.16 0.08
H -2.035778 -3.440651 1.737382 0.14 -0.15 -0.14 0.09
H -1.503616 -3.940905 0.009370 -1.20 0.44 0.79 -0.03
H -2.550313 -1.103824 0.811120 0.14 -0.02 0.11 -0.05
H -0.828514 -1.423985 0.647936 -1.37 -0.07 -0.41 0.02
C -2.923610 1.067945 -2.594603 -0.04 -0.13 -0.22 0.00
C 0.043843 1.029825 -4.055710 0.00 0.10 -0.13 0.00
H 0.646637 -0.455120 -2.606626 -0.19 0.05 -0.07 -0.02
C 1.230803 0.791060 -5.000712 -0.02 -0.13 0.14 0.00
H -0.843733 1.297795 -4.649763 0.19 -0.09 0.09 0.00
H 0.264463 1.897044 -3.418599 -0.07 -0.24 -0.14 0.00
C 1.048660 -0.449345 -5.881309 -0.18 -0.02 -0.02 0.00
H 1.373492 1.678833 -5.627666 0.04 -0.11 0.09 0.00
H 2.139245 0.672805 -4.395536 -0.09 0.02 -0.05 0.00
C 0.634887 -1.692736 -5.084780 0.09 0.06 0.21 -0.01
H 0.289413 -0.242876 -6.647582 0.02 0.03 0.08 0.00
H 1.983029 -0.658490 -6.414626 -0.13 0.04 0.01 0.00
C -0.527418 -1.444164 -4.107652 -0.08 -0.08 -0.19 0.00
H 0.352229 -2.500011 -5.771958 0.10 0.11 0.13 0.00
H 1.497402 -2.055093 -4.507151 -0.16 0.03 -0.05 0.00
H -1.461571 -1.296308 -4.672366 0.22 0.01 0.08 0.00
H -0.658696 -2.355370 -3.507397 0.05 0.25 -0.17 0.00
C -4.091684 1.280863 -1.615475 -0.07 0.11 0.26 0.00
H -2.452854 2.056026 -2.768256 -0.02 -0.25 0.12 0.00
C -5.062240 2.333951 -2.164547 0.17 -0.06 -0.16 0.00
H -4.635201 0.336413 -1.469851 0.12 0.28 -0.07 0.00
H -3.731615 1.594157 -0.629560 -0.09 -0.11 -0.14 0.00
C -5.580589 1.975064 -3.562707 -0.01 -0.09 0.07 0.00
H -5.900984 2.447063 -1.467930 0.14 0.04 -0.11 0.00
H -4.542628 3.301363 -2.208400 -0.06 -0.09 0.05 0.00
C -4.456174 1.594662 -4.534077 0.12 0.04 0.12 0.00
H -6.284306 1.136006 -3.479849 0.09 0.04 0.00 0.00
H -6.144617 2.820934 -3.971001 0.00 -0.13 0.00 0.00
C -3.468852 0.573859 -3.946527 -0.10 -0.13 -0.11 0.00
H -4.879341 1.187976 -5.459989 0.05 0.12 0.08 0.00
H -3.895820 2.500399 -4.804810 -0.04 -0.08 0.01 0.00
H -3.980398 -0.391147 -3.804774 0.10 0.29 -0.04 0.00
H -2.658055 0.399328 -4.667408 -0.28 0.05 0.20 0.00
C -2.081748 1.236969 1.306876 -0.04 2.18 -3.97 0.01
C -1.306918 2.106851 0.146591 -3.12 -0.11 3.86 0.01
H -3.070594 0.837736 1.055798 0.22 0.40 0.14 0.00
C -0.351494 3.089072 0.842031 0.06 -0.13 -0.21 0.00
H -2.078471 2.697668 -0.372517 0.30 0.06 -0.10 0.00
C 0.535775 2.396767 1.877259 -0.02 -0.03 0.06 0.00
H 0.281052 3.581482 0.091956 0.08 0.08 0.00 0.00
H -0.952289 3.865255 1.330644 0.03 -0.13 -0.05 0.00
C -0.269648 1.828220 3.044143 -0.60 -0.13 -0.08 0.01
H 1.108245 1.588750 1.405323 -0.01 0.09 0.03 0.00
H 1.265398 3.118638 2.266116 0.01 -0.10 -0.07 0.00
C -1.510361 0.988777 2.608954 0.34 -0.63 1.37 0.02
H 0.382813 1.212476 3.676060 -0.11 0.10 -0.10 0.00
H -0.626101 2.657302 3.671911 0.08 0.02 -0.16 0.00
H -1.251764 -0.087005 2.703544 0.36 -0.20 0.43 -0.03
H -2.310169 1.150911 3.354661 0.41 -0.19 0.25 0.00
I 0.768551 -4.439520 -1.628396 0.08 -0.54 -1.04 0.05
```
Forces are in eV/Å.

The value obtained for the HOMO energy (alpha / beta) is -0.045 / -0.024 hartree. The HOMO-LUMO gap (alpha / beta) is 3.25 / 2.72 eV. The LUMO energy (alpha / beta) comes out at 2.04 / 2.06 eV. Its net charge is -1. For the total energy, the calculation gives -3026.8289 a.u. The spin multiplicity is 5.

Q: Among the records above, which one has the highest net charge?
A: C25H45AuNOP2

Q: Among the records above, which one has the highest net charge?
A: C25H45AuNOP2